Below is a structure of composition C27H41CaCl2N9O5P2S, with properties calculated with ωB97M-V/def2-TZVPD.

Output
Kohn-Sham gap = 7.392 eV
spin multiplicity = 1
ΔE to the lowest compared entry with this formula, charge and spin = 0.0 kcal per mole

XYZ file:
```
88
Properties=species:S:1:pos:R:3:mulliken_charge:R:1
Ca 0.25 -0.29 0.97 1.636
C -0.54 4.46 0.37 -2.081
C -0.56 2.97 0.53 -0.391
N 0.43 2.28 1.00 2.003
N 1.51 2.99 1.40 -1.651
C 2.55 2.26 1.76 0.361
N 3.60 3.01 2.22 -0.479
S 2.80 0.57 1.67 -0.448
C -1.80 2.24 0.19 1.359
C -2.86 2.90 -0.44 -1.060
C -4.03 2.20 -0.73 -0.740
C -4.12 0.86 -0.38 -0.933
C -3.02 0.29 0.25 -0.134
N -1.90 0.95 0.53 0.694
H 0.43 4.84 0.68 0.440
H -1.32 4.92 0.99 0.348
H -0.73 4.76 -0.66 0.386
H 3.39 3.96 2.49 0.234
H 4.33 2.52 2.70 0.237
H -2.78 3.94 -0.69 0.493
H -4.85 2.70 -1.21 0.426
H -5.00 0.28 -0.58 0.451
H -3.05 -0.75 0.55 -0.150
O 0.67 -3.25 4.00 -0.773
C 0.32 -2.26 3.36 -0.228
O -0.16 -2.21 2.19 -0.574
C 0.45 -0.90 4.07 0.827
C 1.27 -0.80 5.22 -0.756
C 1.42 0.41 5.81 -0.781
C 0.69 1.52 5.32 1.212
C 0.74 2.81 5.91 -0.797
C -0.03 3.83 5.43 -0.746
C -0.91 3.60 4.35 -0.307
C -0.97 2.38 3.75 -0.393
C -0.15 1.32 4.21 -0.108
N -0.21 0.11 3.56 -0.124
H 1.77 -1.69 5.57 0.510
H 2.07 0.55 6.67 0.410
H 1.40 2.96 6.76 0.393
H 0.02 4.81 5.89 0.389
H -1.54 4.41 4.00 0.421
H -1.64 2.17 2.93 0.383
C 3.64 -2.97 -2.60 -0.876
N 2.35 -3.56 -2.26 0.233
C 2.50 -4.85 -1.58 -0.974
P 1.19 -2.57 -1.63 0.500
O 1.43 -1.97 -0.31 -1.141
O 1.17 -1.45 -2.82 -0.449
P 0.51 0.02 -2.68 -1.330
O -0.06 0.26 -1.33 1.037
N 1.65 1.13 -3.04 0.474
C 2.53 1.63 -1.98 -0.462
C 2.25 1.15 -4.36 -0.995
N -0.60 -0.02 -3.88 0.765
C -0.57 -0.85 -5.07 -1.056
C -1.55 1.09 -3.92 -0.815
N -0.21 -3.40 -1.72 0.711
C -0.72 -3.88 -2.99 -1.094
C -1.18 -3.39 -0.62 -0.657
H 4.19 -3.66 -3.24 0.397
H 4.25 -2.76 -1.71 0.313
H 3.49 -2.04 -3.14 0.110
H 3.02 -5.54 -2.25 0.352
H 1.53 -5.27 -1.34 0.321
H 3.08 -4.76 -0.65 0.321
H 2.01 1.64 -1.02 -0.334
H 2.83 2.65 -2.22 0.415
H 3.43 1.02 -1.87 0.312
H 1.53 0.84 -5.11 0.268
H 3.13 0.50 -4.43 0.290
H 2.56 2.17 -4.60 0.340
H 0.18 -1.62 -4.97 0.208
H -0.35 -0.25 -5.96 0.374
H -1.54 -1.33 -5.21 0.301
H -1.58 1.60 -2.95 0.048
H -2.55 0.71 -4.14 0.380
H -1.28 1.82 -4.69 0.268
H 0.08 -3.91 -3.73 0.325
H -1.53 -3.24 -3.36 0.256
H -1.12 -4.89 -2.87 0.359
H -0.69 -3.16 0.33 0.018
H -1.63 -4.38 -0.54 0.252
H -1.98 -2.67 -0.81 0.274
Cl -3.00 -2.77 2.38 -0.004
C -4.74 -2.92 2.26 -0.441
Cl -5.32 -2.78 0.58 -0.174
H -5.21 -2.12 2.83 0.265
H -5.05 -3.89 2.63 0.358
```